107
Properties=species:S:1:pos:R:3:forces:R:3:lowdin_charge:R:1 method="wB97M-V/def2-TZVPD" energy_ev=-103762.171 homo_ev=-7.08 de_lowest_ev=0.0000 orbital_gap_ev=5.8
Al -0.143146 0.088009 0.118345 -0.24 0.12 0.16 0.1143
C 5.972165 -4.467950 1.045739 -0.02 0.02 0.02 -0.0908
C 5.492307 -4.316968 -0.248072 -0.01 0.01 -0.01 -0.0790
C 4.388293 -3.509690 -0.493123 -0.02 0.01 -0.03 -0.0360
C 3.754903 -2.847584 0.554058 -0.02 0.03 0.08 -0.2183
C 4.242940 -3.001439 1.850896 0.00 0.00 -0.05 -0.0194
C 5.346151 -3.808259 2.095733 -0.01 0.00 -0.02 -0.0764
C 2.565288 -1.969619 0.328958 -0.02 0.02 -0.08 -0.0569
C 1.303156 -2.555077 0.274829 -0.01 -0.04 0.04 -0.1896
C 1.077484 -3.970676 0.170849 0.01 -0.01 0.00 0.0273
C -0.247969 -4.143580 -0.043188 -0.02 0.04 0.03 0.0227
C -0.853014 -2.838235 -0.005533 0.04 0.01 -0.02 -0.2042
C -2.227619 -2.599943 -0.064749 0.03 -0.07 0.01 -0.0754
C -3.151823 -3.759372 -0.268877 0.09 0.02 -0.02 -0.2022
C -3.866825 -3.892763 -1.456305 0.00 0.01 0.02 -0.0163
C -4.719202 -4.973667 -1.647749 0.02 0.06 -0.03 -0.0656
C -4.868006 -5.929191 -0.652112 0.01 0.01 0.02 -0.0876
C -4.168931 -5.795537 0.541240 0.00 0.02 -0.01 -0.0776
C -3.316757 -4.715564 0.731838 -0.02 -0.04 -0.03 -0.0404
C -2.797714 -1.349852 0.170214 0.00 0.02 0.05 -0.2288
N -2.106042 -0.200631 0.464301 0.01 0.05 -0.05 0.1253
C -3.049128 0.752471 0.738717 0.03 0.03 0.14 -0.1830
C -2.785675 2.105101 0.968558 0.01 -0.11 -0.08 -0.0478
C -3.934188 3.020612 1.242970 -0.04 -0.04 -0.06 -0.2145
C -4.107773 3.588386 2.501340 -0.01 -0.03 0.03 -0.0289
C -5.172688 4.446969 2.746218 0.03 -0.02 -0.01 -0.0794
C -6.070298 4.750793 1.732446 0.01 0.01 -0.03 -0.0909
C -5.897662 4.196615 0.469658 0.02 -0.01 0.03 -0.0739
C -4.834848 3.337314 0.226496 0.00 -0.01 -0.02 -0.0305
C -1.531732 2.680398 0.785261 -0.03 0.00 0.12 -0.1873
C -1.338900 4.103807 0.671997 -0.07 -0.04 0.01 0.0369
C -0.071607 4.292841 0.254040 0.04 0.02 0.01 0.0302
C 0.534070 2.990307 0.155219 0.03 0.01 -0.05 -0.1904
N -0.365851 2.021654 0.510355 -0.03 -0.01 -0.16 0.1460
C 1.848222 2.781006 -0.256143 0.03 -0.06 0.08 -0.0588
C 2.443471 1.518786 -0.281314 0.02 -0.04 0.24 -0.2072
C 3.862638 1.289861 -0.368574 -0.03 0.01 0.01 0.0251
C 4.069765 -0.018636 -0.088866 0.04 0.03 -0.06 0.0291
C 2.778050 -0.611707 0.117339 0.03 -0.02 0.13 -0.1920
N 1.803164 0.341379 0.007130 0.00 0.03 -0.02 0.1290
C 2.709831 3.969523 -0.524181 0.02 -0.04 0.04 -0.2039
C 3.263369 4.189349 -1.782613 -0.04 -0.05 -0.03 -0.0281
C 4.099322 5.275267 -2.005264 0.00 0.01 0.02 -0.0762
C 4.393752 6.153155 -0.971162 -0.02 0.01 0.02 -0.0896
C 3.841336 5.945541 0.286181 -0.04 -0.05 -0.01 -0.0755
C 3.002516 4.861400 0.507519 0.07 0.03 -0.02 -0.0390
C -4.366340 0.172960 0.669355 0.08 0.08 0.04 0.0280
C -4.210482 -1.118008 0.294404 -0.05 0.00 0.02 0.0268
N 0.116266 -1.881456 0.178301 -0.10 -0.03 0.05 0.1349
H 6.833598 -5.096795 1.235471 -0.03 0.02 -0.01 0.1009
H 5.979881 -4.827552 -1.069974 -0.02 0.02 0.02 0.1028
H 4.011629 -3.387210 -1.503452 0.02 -0.01 0.05 0.1246
H 3.749119 -2.479605 2.663864 0.03 -0.03 -0.03 0.1224
H 5.717182 -3.921644 3.107369 -0.01 0.01 -0.04 0.1029
H 1.846838 -4.727065 0.213522 -0.04 0.07 0.01 0.1177
H -0.776597 -5.070229 -0.203190 0.01 0.06 0.01 0.1159
H -3.751578 -3.139656 -2.227834 0.02 -0.03 -0.03 0.1075
H -5.264275 -5.066598 -2.580539 0.04 0.01 0.05 0.1047
H -5.529771 -6.773696 -0.803928 0.03 0.04 0.01 0.1016
H -4.287475 -6.533408 1.326057 0.01 0.03 -0.03 0.1026
H -2.769518 -4.611277 1.662960 0.00 -0.01 -0.03 0.1178
H -3.403669 3.349996 3.291010 -0.02 0.01 -0.02 0.1213
H -5.299984 4.879310 3.731244 0.01 -0.01 -0.02 0.1020
H -6.896676 5.425772 1.922443 0.03 -0.04 -0.01 0.1007
H -6.588612 4.439647 -0.329075 0.04 -0.01 0.03 0.1037
H -4.682596 2.916065 -0.762039 0.00 0.02 0.05 0.1257
H -2.108702 4.841840 0.830677 0.05 -0.01 0.00 0.1202
H 0.418599 5.220829 0.006592 -0.06 -0.05 0.01 0.1178
H 4.602769 2.046531 -0.575569 -0.05 -0.02 0.00 0.1169
H 5.010099 -0.547749 -0.050254 -0.07 0.02 0.02 0.1195
H 3.025233 3.507003 -2.591370 0.02 0.02 0.04 0.1256
H 4.520210 5.437857 -2.989710 -0.02 -0.01 0.01 0.1033
H 5.047276 6.999741 -1.143890 -0.02 -0.04 0.00 0.1010
H 4.066529 6.625267 1.098778 -0.01 -0.01 -0.02 0.1029
H 2.570954 4.695030 1.489255 0.04 0.00 -0.04 0.1187
H -5.285639 0.697876 0.874204 0.04 -0.01 -0.02 0.1159
H -4.977833 -1.858204 0.124401 0.06 0.05 0.03 0.1190
N -1.523391 -1.770685 3.108227 0.26 0.16 -0.13 0.1334
C -0.655003 -0.822859 3.529687 0.13 0.13 0.11 -0.6553
N 0.130814 -0.094593 2.783931 0.00 -0.07 0.33 0.1101
C 0.949914 0.700499 3.614761 -0.12 -0.07 0.02 -0.2724
C 1.959272 1.570136 3.213828 -0.02 0.00 -0.08 -0.0035
C 2.682048 2.280993 4.158909 0.03 0.02 -0.08 -0.0788
C 2.422363 2.151485 5.520432 -0.05 -0.04 0.05 -0.0953
C 1.430414 1.285440 5.949081 0.00 -0.01 0.00 -0.0990
C 0.720330 0.574969 4.992707 -0.04 -0.01 -0.03 -0.4852
S -0.529277 -0.595601 5.269607 -0.06 -0.04 -0.09 1.0840
H -1.737763 -1.799891 2.125117 -0.07 -0.02 -0.04 0.0563
H -2.237277 -2.076932 3.743163 -0.06 -0.01 -0.01 0.0967
H 2.186997 1.682896 2.170766 0.03 0.01 -0.26 0.0874
H 3.471153 2.945821 3.824407 -0.06 -0.04 0.01 0.1024
H 2.996681 2.716904 6.244022 -0.03 -0.03 -0.04 0.1020
H 1.214562 1.154045 7.003144 0.03 0.03 -0.06 0.1068
Cl -4.203795 -3.312912 -5.874737 -0.02 -0.01 -0.01 0.6511
C -3.381514 -2.147222 -4.877865 -0.01 0.10 0.07 -0.6862
C -4.058418 -1.011631 -4.455587 -0.03 -0.01 -0.03 -0.1022
C -3.393038 -0.091319 -3.660122 0.01 0.00 -0.02 -0.0094
C -2.079930 -0.317650 -3.262783 -0.19 0.08 -0.09 -0.1261
C -1.426056 -1.467501 -3.682156 0.04 -0.13 0.03 -0.0101
C -2.066857 -2.378522 -4.509079 0.05 -0.11 0.00 -0.1071
C -1.394289 0.693686 -2.386080 0.03 0.18 -0.07 -0.5221
O -1.709582 1.870457 -2.427028 -0.06 -0.22 0.19 0.0918
O -0.466531 0.174083 -1.641184 0.33 -0.01 -0.40 0.0268
H -5.085672 -0.850726 -4.757882 0.05 -0.02 0.02 0.1046
H -3.884302 0.817356 -3.333919 0.02 -0.03 -0.02 0.1191
H -0.408845 -1.648229 -3.355669 -0.05 0.02 -0.01 0.1239
H -1.560039 -3.271074 -4.855400 -0.03 0.05 0.03 0.1065